(1)
81
Properties=species:S:1:pos:R:3 method="wB97M-V/def2-TZVPD" homo_ev="-15.6 / -15.6" total_charge=+2 multiplicity=3 de_lowest_kj_mol=41.92 s_squared=2.017 gap_ev="8.50 / 8.42" total_energy_ha=-2591.40819
V 0.03951 0.01953 1.67832
C -0.10612 -2.48506 4.27868
C -0.61798 -1.22665 3.62594
C -0.24682 0.05117 4.11669
C 0.78070 0.16189 5.20825
C -0.83510 1.21858 3.57214
C -0.54752 2.57746 4.16677
C -1.77827 1.11391 2.51029
C -2.38078 2.36559 1.92229
C -2.16534 -0.16312 2.03138
C -3.22655 -0.31889 0.97319
C -1.52076 -1.32646 2.53570
C -1.83875 -2.66923 1.91696
H 0.80324 -2.86916 3.80903
H -0.85851 -3.26696 4.22378
H 0.11571 -2.30579 5.32648
H 0.29206 0.14438 6.18575
H 1.34307 1.08974 5.14099
H 1.48952 -0.66056 5.17499
H 0.25782 3.10705 3.65111
H -0.26931 2.48779 5.21265
H -1.43114 3.20755 4.11378
H -3.25778 2.66355 2.50228
H -2.69445 2.21877 0.89371
H -1.67685 3.19227 1.93679
H -2.80378 -0.49555 -0.01958
H -3.86351 0.55554 0.92407
H -3.85291 -1.17363 1.21800
H -2.73755 -3.09416 2.37321
H -1.02878 -3.37883 2.05607
H -2.02470 -2.57436 0.84891
C -1.40523 2.39860 -1.87432
C 0.11004 2.48854 -2.00080
C 0.51386 3.23972 -3.24927
C 0.72257 3.13483 -0.76858
O 0.69370 1.15832 -2.12424
Si 0.29840 -0.32334 -1.66746
O 0.17301 -0.20320 0.07731
O 1.45132 -1.38207 -1.98884
C 2.90686 -1.35012 -2.09258
C 3.31264 -0.41022 -3.21192
C 3.32777 -2.77674 -2.37981
C 3.45218 -0.88218 -0.74902
O -1.17307 -0.88597 -1.97305
C -1.69227 -1.58286 -3.17024
C -0.99418 -1.03553 -4.40763
C -3.17392 -1.27947 -3.19519
C -1.42919 -3.06465 -2.98224
H -1.82693 3.39768 -1.74022
H -1.70605 1.78148 -1.01835
H -1.84937 1.95920 -2.77000
H 0.13937 4.26629 -3.21681
H 0.10367 2.74968 -4.13591
H 1.60192 3.27019 -3.33872
H 0.28686 4.12076 -0.59684
H 1.80315 3.25192 -0.88938
H 0.53361 2.53305 0.12257
H 2.91057 -0.75942 -4.16704
H 4.40092 -0.38711 -3.29363
H 2.95360 0.60515 -3.03052
H 2.89230 -3.11714 -3.32186
H 2.99660 -3.44623 -1.58184
H 4.41440 -2.84451 -2.46299
H 3.11745 0.14199 -0.53661
H 4.54394 -0.88737 -0.74314
H 3.11163 -1.57798 0.03188
H -1.15547 0.04179 -4.50840
H -1.39111 -1.51820 -5.30298
H 0.08581 -1.23531 -4.37872
H -3.34827 -0.20163 -3.27017
H -3.65751 -1.65873 -2.28898
H -3.64287 -1.76315 -4.05543
H -0.35899 -3.26194 -2.86649
H -1.78825 -3.62080 -3.85257
H -1.95787 -3.43936 -2.09914
C 2.79810 1.41637 2.24047
O 2.05626 0.13930 2.21466
H 3.83590 1.21123 2.47164
H 2.35671 2.01263 3.03114
H 2.70699 1.91833 1.28416
H 2.58005 -0.50822 1.71947

---

(2)
17
Properties=species:S:1:pos:R:3 method="wB97M-V/def2-TZVPD" homo_ev=-14.5 total_charge=+1 de_lowest_kj_mol=198.36 gap_ev=9.57 total_energy_ha=-268.22934
C -1.22318 1.06166 1.47173
C -0.51441 0.95231 -0.73012
C -0.99078 0.24350 0.47284
C -1.27131 -1.25531 0.47627
N 2.42506 -0.45163 -0.18639
N 0.01291 0.48065 -1.78551
H -1.66710 0.82890 2.43046
H -0.92009 2.09849 1.33268
H -0.86286 1.96233 -0.82457
H -2.38901 -1.46096 0.15716
H -1.15906 -1.66928 1.42534
H -0.46060 -1.86944 -0.11581
H 3.35260 -0.63973 -0.65993
H 2.65742 0.16272 0.59919
H 0.24604 1.19090 -2.54509
H 0.65026 -0.28820 -1.77666
H 2.11412 -1.34692 0.25842

---

(3)
10
Properties=species:S:1:pos:R:3 method="wB97M-V/def2-TZVPD" homo_ev=-10.9 total_charge=0 de_lowest_kj_mol=123.82 smiles="O=[SiH]O.C" gap_ev=11.21 total_energy_ha=-481.70226
C -0.85106 -2.15277 0.81126
O 1.93984 3.44637 -1.30398
O 0.49067 1.05764 -0.82678
Si 0.83584 2.64313 -0.64519
H -1.42847 -1.93736 -0.16204
H -1.14874 -1.43211 1.58406
H 0.20551 -2.13768 0.52470
H -1.12384 -3.20143 1.14333
H 1.16979 0.59338 -1.36874
H -0.08954 3.12083 0.24339

---

(4)
114
Properties=species:S:1:pos:R:3 method="wB97M-V/def2-TZVPD" homo_ev=-9.0 total_charge=+1 de_lowest_kj_mol=1280.36 gap_ev=2.42 total_energy_ha=-2799.16948
Ba -0.54602 -8.28998 1.81289
C 0.09504 -0.86033 -0.37858
C -0.07671 -2.30846 0.11720
O 0.16316 -3.25483 -0.69722
O -0.55496 -2.62510 1.24172
H 0.88252 -0.85534 -1.13221
H 0.33701 -0.10534 0.36944
H -0.85404 -0.50336 -0.77847
C 1.30290 -3.23426 -8.81251
C 0.79785 -2.47215 -9.88397
C -0.44438 -1.84091 -9.76095
C -1.08562 -1.80572 -8.50488
C -0.49247 -2.37862 -7.40217
C 0.72054 -3.08132 -7.52907
N -2.41861 -1.12839 -8.35768
O -3.06252 -1.32554 -7.33382
O -2.78621 -0.38821 -9.26581
H 2.30325 -3.64131 -8.81649
H 1.28914 -2.36917 -10.84023
H -0.90931 -1.43712 -10.64819
H -0.96774 -2.35930 -6.43255
H 1.34012 -3.50512 -6.75260
C -2.84681 0.92247 8.60016
C -3.53878 1.25832 9.76243
C -4.57522 0.48174 10.18944
C -4.90392 -0.71821 9.52378
C -4.15401 -1.12744 8.41112
C -3.11722 -0.27631 7.91717
N -6.03051 -1.54367 9.97914
O -6.69736 -1.07214 10.94247
O -6.26232 -2.63709 9.56569
H -1.94040 1.45819 8.35970
H -3.27741 2.08935 10.40076
H -5.09472 0.78992 11.08472
H -4.54454 -2.00050 7.90946
H -2.49274 -0.53779 7.07571
C 1.43901 5.76399 -8.59514
C 0.12926 5.97478 -8.24285
C -0.21967 6.06556 -6.88804
C 0.76633 5.98160 -5.87963
C 2.04822 5.75432 -6.28062
C 2.39015 5.51796 -7.62600
N 0.40294 5.96610 -4.47142
O 1.21934 5.54443 -3.61382
O -0.69009 6.50494 -4.17998
H 1.73800 5.69309 -9.63051
H -0.61189 6.07411 -9.02211
H -1.26859 6.14005 -6.64184
H 2.84010 5.74390 -5.54631
H 3.41269 5.28732 -7.88603
C -7.43609 3.40256 -2.49036
O -7.26058 3.67816 -1.12076
C -6.18738 2.87405 -0.45533
C -6.06781 3.45254 0.99351
O -7.18701 3.43282 1.77101
C -6.91682 3.74139 3.15751
H -7.50100 2.34806 -2.75853
H -6.51599 3.78782 -2.92980
H -8.24234 3.99861 -2.91790
H -5.28599 3.07823 -1.03319
H -6.32582 1.79682 -0.36310
H -5.52370 4.39701 0.99213
H -5.40109 2.71301 1.43700
H -5.96067 3.44228 3.58693
H -7.59691 3.17622 3.79482
H -7.05895 4.81254 3.30080
C -5.21123 -6.11012 0.59144
O -5.02667 -6.97669 1.72850
C -5.85958 -6.67253 2.82293
C -5.71095 -7.58957 4.03431
O -4.39676 -7.49857 4.54533
C -4.24792 -7.98401 5.87504
H -4.49684 -6.37343 -0.18858
H -4.98795 -5.10776 0.95682
H -6.12251 -6.07636 -0.00566
H -6.90239 -6.60541 2.51285
H -5.67977 -5.65687 3.17535
H -6.11001 -8.59548 3.90386
H -6.38442 -7.22419 4.80957
H -4.55007 -9.03066 5.91152
H -4.79677 -7.37265 6.59135
H -3.17699 -7.98853 6.07800
C 8.94368 3.26442 7.04323
O 8.40002 2.38422 7.97770
C 6.96874 2.45385 8.14738
C 6.22653 1.52867 7.19767
O 6.43296 2.06462 5.86555
C 6.13627 1.12722 4.88753
H 10.00041 2.99938 7.07785
H 8.93057 4.29187 7.40692
H 8.58783 3.08907 6.02798
H 6.51346 3.43481 8.01120
H 6.76183 2.10881 9.16041
H 5.16748 1.39256 7.41676
H 6.75015 0.57837 7.30176
H 5.18894 0.60396 5.01741
H 6.91956 0.36924 4.88232
H 6.11258 1.69186 3.95548
C 7.99959 -2.47133 -4.91015
O 8.40986 -1.25617 -4.30166
C 7.38216 -0.32846 -4.06330
C 6.89329 0.53890 -5.26591
O 7.69319 1.66519 -5.50835
C 9.09083 1.44585 -5.86025
H 7.25515 -2.27734 -5.68234
H 7.55492 -3.15952 -4.19127
H 8.86174 -2.96502 -5.35855
H 7.83841 0.40327 -3.39658
H 6.62364 -0.79238 -3.43281
H 5.86816 0.86634 -5.09272
H 6.76906 0.02745 -6.22042
H 9.72739 1.08903 -5.05057
H 9.64733 2.36806 -6.02745
H 9.32073 0.86461 -6.75323